Record 1
Density functional theory data (wB97M-V/def2-TZVPD) for C17H19BrN7O4Ru as an isolated structure.

ORCA input file:
```
! RIJCOSX wB97M-V def2-TZVPD def2/J DEFGRID3
* xyz 3 1
Ru -0.0426 -0.7451 -0.0180
O -1.4176 4.9634 -1.6980
C -1.1730 3.7434 -1.2878
C -1.6028 3.2067 -0.0624
C -1.2735 1.9179 0.2511
N -0.5474 1.1179 -0.5691
C -0.1605 1.6418 -1.7586
Br 0.7501 0.4818 -2.9108
C -0.4366 2.9201 -2.1533
H -1.9411 5.4951 -1.0797
H -2.1867 3.7934 0.6345
H -1.5952 1.4855 1.1871
H -0.1100 3.2977 -3.1123
N -1.4132 -0.1242 3.0872
C -0.1308 0.2207 2.9565
N 0.4259 0.8353 3.9770
C 1.7188 1.1461 3.8912
N 2.2952 1.8061 4.8688
N 2.5061 0.7862 2.8287
C 1.8985 0.1906 1.8646
N 0.5502 -0.0787 1.7916
C 2.6996 -0.3249 0.7345
C 4.0758 -0.2668 0.6999
C 4.7410 -0.9137 -0.3352
C 4.0052 -1.6054 -1.2854
C 2.6256 -1.5847 -1.2081
N 1.9795 -0.9480 -0.2211
H -1.8458 0.0591 3.9810
H -1.9010 -0.6862 2.4173
H 1.7667 2.0580 5.6907
H 3.2783 2.0252 4.8253
H 4.6032 0.2580 1.4834
H 5.8215 -0.8904 -0.3884
H 4.4878 -2.1468 -2.0869
H 2.0187 -2.0823 -1.9521
C -2.5443 -1.1305 -2.7830
C -2.1381 -2.2445 -1.8744
C -2.7072 -3.6101 -2.0486
O -0.8491 -2.2137 -1.5450
C -3.0149 -1.5081 -0.1593
O -4.1426 -1.7546 -0.1849
O -2.0752 -0.9801 0.4085
H -2.1181 -1.3620 -3.7676
H -2.1651 -0.1594 -2.4668
H -3.6286 -1.0922 -2.8690
H -2.3622 -3.9874 -3.0201
H -3.7948 -3.5746 -2.0668
H -2.3955 -4.3062 -1.2654
H -0.5342 -3.1293 -1.4011
*
```

Output
gap between HOMO and LUMO	0.17908	Eh
LUMO	-12.928	eV

List of Löwdin charges in e, atom by atom: 1.266 0.180 -0.268 0.061 -0.086 -0.137 -0.689 0.955 0.008 0.161 0.145 0.101 0.144 0.202 -0.413 0.206 -0.380 0.249 0.221 -0.258 0.018 -0.176 0.056 0.035 0.010 -0.147 -0.074 0.146 0.079 0.147 0.144 0.137 0.142 0.137 0.097 0.038 -0.371 0.052 -0.008 -0.395 0.336 -0.009 0.145 0.079 0.130 0.149 0.126 0.130 0.179



Record 2
Density functional theory data (wB97M-V/def2-TZVPD) for C17H19Cl2N5O6S5Ti as an isolated structure.

ORCA input file:
```
! RIJCOSX wB97M-V def2-TZVPD def2/J DEFGRID3
* xyz -1 2
Ti 0.6068 -0.4578 0.5778
O 2.3477 2.6135 2.6306
C 2.0021 1.7619 1.8120
O 0.9187 1.0865 1.8314
C 2.9128 1.3509 0.6678
C 4.2330 1.7094 0.4954
C 4.9415 1.0904 -0.5338
C 4.3232 0.1326 -1.3248
C 2.9951 -0.1687 -1.0708
N 2.3276 0.4516 -0.1089
C 2.1669 -1.2587 -1.7232
O 2.5341 -1.8393 -2.7201
O 1.0596 -1.4427 -1.0637
H 4.6837 2.4354 1.1569
H 5.9816 1.3411 -0.6979
H 4.8403 -0.3968 -2.1128
S -6.4288 3.0883 -0.8231
C -5.0394 2.4004 -0.2206
S -3.7855 1.7566 -1.1890
C -2.6439 1.2942 0.0705
C -3.0471 1.5717 1.3366
S -2.3511 1.3352 2.9281
S -4.6285 2.3353 1.4394
S -1.2122 0.5973 -0.7160
N -0.8849 -1.2903 1.9283
C -0.2238 -1.4337 3.2249
C -1.0145 -2.3369 4.1673
C -0.6875 -2.2130 5.6510
C -0.6143 -0.7623 6.1373
N 0.7380 -0.2343 5.9498
C 1.1247 0.7926 5.1934
N 2.4130 0.8285 4.8112
N 0.3212 1.7960 4.8621
C 1.2623 -1.7839 3.0298
O 1.9471 -2.1074 4.0058
O 1.7104 -1.6542 1.8327
H -1.6063 -0.5620 2.0527
H -1.3397 -2.1425 1.6140
H -0.2477 -0.4155 3.6213
H -0.9539 -3.3780 3.8375
H -2.0579 -2.0274 4.0422
H 0.2570 -2.7083 5.8842
H -1.4634 -2.7245 6.2251
H -0.8552 -0.7110 7.2003
H -1.3357 -0.1325 5.6118
H 1.4509 -0.9464 6.0301
H 2.8178 -0.0850 4.6373
H 2.6455 1.5426 4.1236
H -0.6779 1.7123 4.9805
H 0.5862 2.3434 4.0473
Cl -2.4067 -3.7840 -3.1141
C -1.2253 -3.0236 -2.0326
Cl -1.1210 -3.8855 -0.4778
H -1.5329 -2.0038 -1.8258
H -0.2478 -3.0582 -2.4938
*
```

Output
gap between HOMO and LUMO (spin up / spin down)	0.21360 / 0.20938	Eh
LUMO (spin up / spin down)	1.875 / 1.704	eV

List of Löwdin charges in e, atom by atom: 0.848 0.025 -0.537 -0.116 -0.141 0.024 -0.032 0.028 -0.135 0.060 -0.536 0.090 -0.186 0.120 0.107 0.123 0.420 -1.552 0.849 -1.070 -1.145 0.452 0.844 0.543 -0.029 -0.313 -0.132 -0.170 -0.149 0.087 -0.455 0.212 0.220 -0.571 0.013 -0.092 -0.020 0.067 0.081 0.128 0.120 0.107 0.112 0.117 0.107 0.135 0.108 0.078 0.049 0.100 0.496 -1.005 0.525 -0.024 0.015



Record 3
Density functional theory data (wB97M-V/def2-TZVPD) for one molecule with the formula C17H19N5O3.

ORCA input file:
```
! RIJCOSX wB97M-V def2-TZVPD def2/J DEFGRID3
* xyz 0 1
C -4.5038 -1.7180 2.3642
C -5.0902 -0.6333 1.4810
H -6.0269 -0.9616 1.0184
H -5.2855 0.2869 2.0418
O -4.1507 -0.3463 0.4390
C -4.2777 0.8136 -0.1971
O -5.1131 1.6421 0.0440
C -3.2284 0.9493 -1.3006
N -2.0286 0.1960 -0.9739
C -1.3605 0.4769 0.1676
N -0.2988 -0.1080 0.6043
C 0.1314 -1.1009 -0.2093
N 1.1878 -1.9222 -0.0671
N 1.2214 -2.7674 -1.1072
N 0.2509 -2.5428 -1.8944
C -0.4790 -1.5116 -1.4030
C -1.6651 -0.8504 -1.8727
O -2.3276 -1.0615 -2.8593
C 2.2127 -1.8981 0.9453
C 3.2326 -0.8385 0.6089
C 2.9949 0.4873 0.9431
C 3.9063 1.4683 0.5955
C 5.0683 1.1487 -0.0941
C 5.2941 -0.1810 -0.4334
C 4.3863 -1.1647 -0.0909
H 4.5706 -2.1917 -0.3699
H 6.1906 -0.4452 -0.9753
C 6.0635 2.2019 -0.4736
H 7.0318 1.9866 -0.0236
H 6.1981 2.2236 -1.5542
H 5.7378 3.1849 -0.1436
H 3.7100 2.4965 0.8636
H 2.0889 0.7497 1.4697
H 1.7338 -1.6822 1.9036
H 2.6691 -2.8896 0.9612
H -1.7620 1.2785 0.7728
C -2.9368 2.4113 -1.6216
H -3.8761 2.9222 -1.8128
H -2.3044 2.4816 -2.5026
H -2.4412 2.9055 -0.7890
H -3.6420 0.4561 -2.1946
H -4.3018 -2.6086 1.7753
H -5.2080 -1.9653 3.1530
H -3.5730 -1.3786 2.8116
*
```

Output
gap between HOMO and LUMO	0.35911	Eh
SMILES string	CCOC(=O)[C@@H](C)n1cnc2c(nnn2Cc2ccc(C)cc2)c1=O
LUMO	0.572	eV

List of Löwdin charges in e, atom by atom: -0.060 -0.206 0.132 0.126 0.003 -0.460 0.133 -0.220 0.049 -0.117 0.164 -0.221 -0.051 0.055 0.086 -0.120 -0.343 0.098 -0.077 -0.217 -0.039 -0.038 -0.281 -0.041 -0.032 0.113 0.114 -0.052 0.082 0.083 0.073 0.109 0.100 0.131 0.128 0.147 -0.010 0.088 0.091 0.082 0.161 0.079 0.079 0.077



Record 4
Density functional theory data (wB97M-V/def2-TZVPD) for C17H19N6O2PtS2Sb as an isolated structure.

ORCA input file:
```
! RIJCOSX wB97M-V def2-TZVPD def2/J DEFGRID3
* xyz 0 1
Pt -0.1343 0.6311 0.7774
N -0.2562 -1.7776 4.1492
C -0.4221 -0.5396 3.6767
N -0.3566 -0.6037 2.3631
C -0.1433 -1.9248 2.0872
N -0.0710 -2.6739 3.1554
C -0.0411 -2.3081 0.6728
C -0.0627 -3.6019 0.1900
N 0.0097 -3.8536 -1.1143
C 0.1035 -2.8118 -1.9288
C 0.1117 -1.4975 -1.4678
N 0.0409 -1.2573 -0.1644
H -0.2468 -2.0825 5.1084
H -0.5766 0.3529 4.2596
H -0.1395 -4.4413 0.8691
H 0.1667 -3.0123 -2.9904
H 0.1892 -0.6442 -2.1284
S 1.3662 2.0870 -3.3562
C 0.5962 1.8164 -1.9619
N 0.0488 1.6024 -0.9478
O -3.5915 7.3238 -0.8659
C -2.9768 7.3175 0.3418
O -3.0484 8.2824 1.0501
C -2.2273 6.0788 0.7033
C -1.2123 6.1845 1.6490
C -0.4995 5.0682 2.0392
C -0.8098 3.8096 1.5178
S 0.0872 2.4243 2.1400
C -1.8299 3.7003 0.5756
C -2.5238 4.8276 0.1708
H -3.3580 6.5267 -1.3563
H -0.9899 7.1577 2.0655
H 0.3078 5.1641 2.7542
H -2.0709 2.7335 0.1610
H -3.3303 4.7002 -0.5434
C 4.3842 2.1133 0.3822
Sb 3.1892 0.4578 1.0137
C 3.9814 0.3758 3.0133
C 4.5082 -1.0763 0.2556
H 5.4273 1.9338 0.6406
H 4.0341 3.0173 0.8782
H 4.2876 2.2455 -0.6941
H 5.0682 0.4494 2.9844
H 3.7029 -0.5649 3.4888
H 3.5800 1.2014 3.6005
H 5.5412 -0.8767 0.5412
H 4.4431 -1.1163 -0.8314
H 4.2123 -2.0450 0.6595
*
```

Output
gap between HOMO and LUMO	0.22709	Eh
LUMO	-1.381	eV

List of Löwdin charges in e, atom by atom: 0.737 0.050 -0.113 -0.096 -0.302 0.153 -0.185 -0.048 0.104 -0.076 -0.057 -0.043 0.167 0.126 0.125 0.119 0.091 0.522 -0.980 -0.161 0.110 -0.484 0.117 -0.150 -0.013 -0.111 -0.642 0.513 -0.120 -0.027 0.092 0.122 0.100 0.068 0.115 -0.331 1.233 -0.348 -0.354 0.004 0.002 -0.001 0.002 -0.010 -0.006 0.000 -0.006 -0.011



Record 5
Density functional theory data (wB97M-V/def2-TZVPD) for C17H19N7OS as an isolated structure.

ORCA input file:
```
! RIJCOSX wB97M-V def2-TZVPD def2/J DEFGRID3
* xyz 0 1
N -4.5725 -2.1334 1.2394
C -3.3914 -2.2047 0.3251
N -2.7307 -3.2579 0.2031
C -1.7942 -3.4676 -0.6178
N -1.3021 -2.6761 -1.5009
C -2.0233 -1.4186 -1.2285
N -1.7300 -0.2907 -1.7355
C -2.5468 0.7216 -1.6181
N -3.5160 0.2073 -0.7479
C -3.0693 -1.1744 -0.4731
H -4.2338 0.8999 -0.1456
S -2.6088 2.4975 -2.0086
C -2.2358 2.8856 -0.3133
H -1.5622 4.0042 -0.2548
H -3.2296 3.3955 0.0538
C -1.8045 1.9523 0.8544
O -2.4263 1.3954 1.6673
N -0.5400 1.4503 0.5888
C 0.5241 1.9971 -0.6018
H 0.4722 1.1074 -1.1342
C 1.7545 2.1763 -0.0145
N 2.1779 1.1404 0.9741
C 3.0330 0.1813 0.2083
C 4.0465 0.5116 -0.4826
C 4.9034 -0.3006 -1.5310
C 4.7513 -1.8030 -1.1367
C 3.6335 -2.4145 -0.3186
C 2.8531 -1.1393 0.2834
H 1.9246 -1.6988 1.0379
H 3.4548 -3.3207 -0.1073
H 5.3016 -2.4434 -1.6729
H 5.6940 -0.1609 -2.0341
H 4.3668 1.5507 -0.7543
C 1.3324 0.5490 1.8269
H 1.2349 1.4636 2.5366
C 0.0088 0.5679 1.3142
H 0.0458 -0.4977 0.4390
H -0.7538 0.1927 2.3405
H 1.7163 -0.1287 2.4319
H 1.6045 3.1601 0.8583
H 2.5693 2.3659 -0.5648
H -0.0738 2.8414 -0.8321
H -1.4601 -4.4431 -0.5890
H -4.9547 -1.3778 1.5393
H -4.8435 -2.8630 1.6957
*
```

Output
gap between HOMO and LUMO	0.29675	Eh
LUMO	0.119	eV

List of Löwdin charges in e, atom by atom: 0.215 -0.262 0.131 -0.296 0.204 -0.320 0.115 -0.561 0.113 -0.139 0.230 0.938 -0.476 0.166 0.092 -0.534 0.080 -0.043 -0.037 0.101 -0.156 -0.071 -0.334 -0.047 0.077 -0.037 0.061 0.007 0.173 -0.011 0.015 -0.012 0.115 -0.299 0.162 -0.292 0.193 0.226 0.086 0.208 0.060 0.065 0.091 -0.002 0.005



Record 6
Density functional theory data (wB97M-V/def2-TZVPD) for a 2-piece molecular cluster, C17H19NO overall.

ORCA input file:
```
! RIJCOSX wB97M-V def2-TZVPD def2/J DEFGRID3
* xyz 0 1
C 4.5259 0.0834 -1.0123
C 3.0028 -0.4285 1.0567
C 4.2865 -0.4128 0.4198
C 3.1801 -1.4496 2.0443
C 5.2393 -1.0845 1.2353
C 0.6885 -0.3410 1.8781
C 0.8788 -1.4431 2.8226
C 1.7375 0.0639 1.0302
C 2.1369 -1.9439 2.9672
N 4.5537 -1.6050 2.2997
H -0.1934 0.1247 1.4900
H 0.0311 -1.7324 3.4137
H 1.5173 0.7051 0.2336
H 2.4172 -2.6377 3.6633
H 5.2211 -0.6697 -1.5433
H 4.9803 1.1080 -1.0032
H 6.3072 -1.0132 1.3263
H 4.9978 -2.2538 2.9880
H 3.7346 0.1885 -1.8272
C -2.5827 -1.4896 -1.6638
C -2.9959 -2.1677 -2.9033
C -2.9753 -0.0263 -1.4625
C -2.5008 0.6513 -0.3770
C -3.7587 0.7766 -2.4377
C -2.7255 2.0460 -0.2713
C -4.1348 2.0953 -2.2475
C -3.6118 2.7047 -1.1058
O -4.0029 4.0225 -0.9094
H -3.0150 -2.0063 -0.7504
H -1.4306 -1.5202 -1.5902
H -2.4880 -1.8818 -3.9369
H -1.8950 0.2208 0.4505
H -4.1952 0.2466 -3.2648
H -2.4029 2.5556 0.7235
H -4.8025 2.6129 -2.9881
H -3.9397 4.4359 -0.0200
H -3.9987 -1.9934 -3.1975
H -3.0423 -3.2395 -2.8269
*
```

Output
gap between HOMO and LUMO	0.31639	Eh
SMILES string	Cc1c[nH]c2ccccc12.CCc1ccc(O)cc1
LUMO	0.863	eV

List of Löwdin charges in e, atom by atom: -0.076 -0.158 -0.213 -0.156 -0.059 -0.051 -0.081 -0.053 -0.017 0.037 0.052 0.088 0.092 0.068 0.088 0.069 0.114 0.172 0.084 -0.237 -0.156 -0.214 -0.074 -0.013 -0.033 -0.025 -0.336 0.006 0.134 0.139 0.127 0.098 0.087 0.140 0.136 0.118 0.041 0.061



| no. | strongest force on any atom (eV/A) |
| --- | --- |
| 1 | 3.28 |
| 2 | 1.59 |
| 3 | 1.38 |
| 4 | 0.67 |
| 5 | 16.42 |
| 6 | 5.18 |